ORCA calculation (ωB97M-V/def2-TZVPD) on a structure of composition C17H25N4O9Se2V at a distorted geometry.

```
! RIJCOSX wB97M-V def2-TZVPD def2/J DEFGRID3
* xyz 1 2
H 0.026 -4.107 4.244
C -0.749 -3.378 4.002
H -1.747 -0.942 3.737
C -1.838 4.009 -1.733
O 2.663 -0.965 -2.420
H -2.824 0.620 -0.327
C 2.360 2.168 -0.208
C -1.238 -1.268 2.827
C 2.862 2.371 2.076
O 3.035 2.815 0.698
C -1.226 -0.721 -3.410
O -0.962 -0.945 -1.021
H -0.382 -3.308 1.341
H 3.371 1.419 2.202
H 0.430 -1.275 5.005
H 2.345 1.085 -2.818
Se -0.878 0.408 1.895
C -3.186 3.673 -1.701
V 0.237 -0.071 -0.125
O 2.664 -3.140 -2.962
C -0.108 -2.229 3.172
H 1.781 2.598 -3.245
H 0.987 -2.110 -4.685
C -0.922 3.077 -1.283
C -1.807 -1.115 -2.055
O 1.743 -0.623 3.542
H 1.806 2.260 2.306
C -3.560 2.434 -1.199
H 3.324 3.149 2.671
H -1.513 4.973 -2.099
O -2.926 -1.502 -1.913
H 0.135 3.307 -1.296
H 2.492 -0.490 4.134
N 2.615 2.517 -1.461
N -4.962 5.346 -2.566
C 2.131 -1.925 -2.928
H 3.517 -3.112 -2.504
C 0.446 -2.894 1.915
H -1.637 -1.404 -4.157
H -1.133 -2.974 4.944
H 0.188 -2.734 -3.240
H -2.594 -3.639 3.396
H -1.606 0.279 -3.631
Se 1.514 -1.868 0.641
C -2.567 1.580 -0.754
O 0.180 -0.651 -3.467
H 3.378 3.154 -1.633
H 1.100 -3.723 2.185
N 1.886 1.929 -2.496
C 0.796 -1.910 -3.626
C 0.949 -1.653 4.116
O 1.571 1.247 0.103
H -1.965 -1.785 2.202
H -4.599 2.141 -1.146
N -1.265 1.877 -0.809
H 1.592 -2.483 4.433
O -1.751 -4.092 3.307
C -4.177 4.603 -2.179
*
```

For the HOMO energy (spin up / spin down), the calculation gives -10.889 / -10.996 eV. The electronic energy comes out at -7305.66361 Eh.

=====

ORCA calculation (ωB97M-V/def2-TZVPD) on the molecule C4H3FO2S at a distorted geometry.

```
! RIJCOSX wB97M-V def2-TZVPD def2/J DEFGRID3
* xyz 0 1
S 1.034 -0.710 -2.201
H 0.822 1.614 -1.959
O 0.770 1.819 0.640
C -1.337 -0.748 0.592
O -1.791 -0.788 -0.501
F 0.260 -0.111 2.144
C 0.736 0.688 -1.439
C 0.126 -0.398 0.800
H -1.985 -0.909 1.444
H 0.761 -1.281 0.464
C 0.605 0.823 0.016
*
```

For the HOMO energy, the calculation gives -9.665 eV. The electronic energy comes out at -802.68568 Eh. As for the SMILES: O=C[C@H](F)C(=O)C=S.

=====

ORCA calculation (ωB97M-V/def2-TZVPD) on a structure of composition C10H24CrO10 at a distorted geometry.

```
! RIJCOSX wB97M-V def2-TZVPD def2/J DEFGRID3
* xyz -1 4
O 1.766 1.336 3.075
C 1.807 -2.781 1.532
O -1.890 0.805 0.881
O 0.902 0.895 0.971
H 1.262 -2.080 2.164
O 2.781 2.132 1.449
C -0.412 3.882 -1.408
C 1.816 -0.125 -3.080
H -2.483 0.429 2.972
H -1.322 4.385 -1.736
H 2.493 -2.296 0.838
H 0.680 1.372 4.896
O 0.855 -3.451 0.806
H 4.022 2.791 0.191
O 1.172 0.128 -1.870
Cr -0.507 0.534 -0.785
H 0.661 -0.170 3.957
O -0.874 2.573 -1.289
H -3.635 -0.059 1.866
H 2.516 2.084 -0.546
O -0.977 -3.640 -0.168
H -2.921 -3.670 0.563
H -2.805 -4.021 -1.135
O -1.780 -0.427 -2.121
H 2.632 3.822 0.036
H 0.487 4.014 -2.009
H 1.967 0.746 -3.717
H -1.932 -1.822 -3.557
C -2.554 0.051 1.952
H -3.479 -1.226 -3.332
H 1.494 -0.959 -3.704
H -0.176 4.415 -0.486
C 1.795 1.362 1.783
H -1.959 -0.843 2.136
H 2.365 -3.475 2.161
C -2.443 -0.885 -3.333
H -0.284 1.144 3.504
H -2.299 -0.211 -4.178
C -0.093 -2.760 0.283
H -2.573 -2.357 -0.518
O -0.180 -1.552 0.022
C 0.704 0.918 3.906
C 2.932 2.784 0.178
C -2.370 -3.413 -0.342
H 2.840 -0.380 -2.809
*
```

For the HOMO energy (spin up / spin down), the calculation gives -4.067 / -4.032 eV. The electronic energy comes out at -2192.15677 Eh.

=====

ORCA calculation (ωB97M-V/def2-TZVPD) on a cluster of 2 separate species, C5H7NO in total.

```
! RIJCOSX wB97M-V def2-TZVPD def2/J DEFGRID3
* xyz 0 1
H 2.467 -1.339 -1.990
C 0.442 1.375 0.629
H -1.765 0.634 -1.463
H 0.909 2.351 0.727
H -1.775 -1.161 0.954
O -1.020 1.503 0.299
H 1.946 -0.837 -1.795
C 0.601 0.212 1.461
C 0.408 0.308 -0.584
C -1.145 -0.965 0.087
N 0.287 -0.657 0.456
H 0.948 -0.044 2.455
H -1.173 -1.791 -0.627
C -1.128 0.413 -0.606
*
```

For the HOMO energy (spin up / spin down), the calculation gives -7.822 / -8.000 eV. The electronic energy comes out at -324.43255 Eh.

=====

ORCA calculation (ωB97M-V/def2-TZVPD) on a structure of composition C24H26BBrN8O2Os.

```
! RIJCOSX wB97M-V def2-TZVPD def2/J DEFGRID3
* xyz 1 2
C -0.301 -6.194 -0.973
H 1.535 3.452 1.390
H 2.703 2.085 1.697
C 0.699 -0.411 2.476
H 1.079 1.528 3.313
H 3.222 -3.457 -2.430
H 4.654 3.009 -1.714
C -1.977 1.616 1.078
H -0.839 -2.632 -2.683
C 3.694 -0.878 -1.854
C -3.589 4.338 3.114
H 5.336 0.510 -2.348
H 0.432 0.326 4.439
C -5.326 3.212 1.888
H 0.767 -2.220 3.729
C -4.386 2.357 1.336
C -2.651 3.506 2.532
H -0.459 -6.288 0.101
C -4.928 4.195 2.781
H 2.358 -5.993 -2.388
H -2.581 2.133 -1.410
C 3.488 1.268 -1.399
C -1.385 0.555 -2.217
H 1.253 -3.416 1.315
N 0.881 -0.242 1.142
H 3.723 3.047 -0.220
C 1.096 -2.377 1.548
C 4.356 0.332 -1.942
C 3.702 2.737 -1.267
C 0.383 0.694 3.417
C 1.811 2.417 1.160
C -3.035 2.500 1.646
H -3.279 5.102 3.814
N 2.491 -0.681 -1.309
C -1.803 -0.621 -2.829
H 2.911 3.301 -1.762
N 0.022 -1.015 -1.648
Os 0.728 1.369 0.053
H -1.600 3.625 2.764
H -5.670 4.852 3.214
O -0.867 2.302 0.713
C 0.644 -5.074 -1.275
H -2.653 1.976 -3.155
O -2.039 0.416 1.008
H -1.223 2.688 -2.401
H -2.656 -0.749 -3.472
C -1.987 1.916 -2.297
H 4.033 -1.848 -2.156
Br -5.010 1.038 0.134
N 2.366 0.639 -0.998
H -1.272 -6.011 -1.432
N -0.280 0.301 -1.495
C 1.875 -5.129 -1.964
H -6.367 3.109 1.615
H 0.089 -7.136 -1.351
C 2.328 -3.840 -1.978
N 1.108 -1.464 0.583
C -0.893 -1.586 -2.437
N 0.372 -3.837 -0.902
N 1.414 -3.062 -1.337
B 1.286 -1.607 -0.959
C 0.844 -1.757 2.761
H -0.625 1.071 3.241
*
```

For the HOMO energy (spin up / spin down), the calculation gives -11.368 / -11.368 eV. The electronic energy comes out at -4208.09654 Eh.

=====

ORCA calculation (ωB97M-V/def2-TZVPD) on a cluster of 2 separate species, C7H14N2 in total at a distorted geometry.

```
! RIJCOSX wB97M-V def2-TZVPD def2/J DEFGRID3
* xyz 0 1
N -0.122 -0.363 1.117
H -0.113 -0.822 -3.584
H -0.316 2.828 1.267
H 0.753 0.577 -1.021
N -1.707 -0.737 2.628
H -1.612 1.286 3.516
H 0.809 2.494 2.507
C 0.201 -0.817 -2.542
H 0.828 1.282 -2.679
H 1.158 1.975 0.868
C -0.967 -1.226 1.597
C 1.488 -1.565 -2.185
C -1.317 0.581 2.761
C -0.297 0.778 1.890
H 1.450 -1.725 -1.110
H -2.609 -1.105 2.869
H -0.963 -2.272 1.337
H 1.531 -2.578 -2.590
C 0.294 0.612 -2.005
H 2.387 -0.997 -2.401
H -0.684 1.071 -1.824
H -0.590 -1.348 -2.011
C 0.399 2.069 1.594
*
```

For the HOMO energy, the calculation gives -8.716 eV. The electronic energy comes out at -384.61921 Eh. As for the SMILES: Cc1c[nH]cn1.CCC.